1.
Entry from OMol25: a structure of composition C57H62Cl6F3N10NiO2 in a non-equilibrium geometry (ωB97M-V/def2-TZVPD).

Properties
Gap between HOMO and LUMO (alpha / beta), eV: 8.364 / 7.431
Charge: +1
HOMO level (alpha / beta), eV: -11.0 / -10.9
2S+1: 3
<S²>: 2.00

Geometry as XYZ:
```
141
C57H62Cl6F3N10NiO2 (ωB97M-V/def2-TZVPD)
Ni 0.82583 -2.96646 -1.25697
C -1.15763 -0.36617 0.08848
O -0.12076 0.53609 0.43417
O -0.43295 -1.51449 -0.29252
C -2.15036 -0.51198 1.25937
F -1.54175 -0.28021 2.45995
F -3.17181 0.32329 1.13342
F -2.68596 -1.71600 1.38151
C -0.14923 1.84259 -0.22692
C 0.84411 2.81415 0.39965
H 0.70015 2.98667 1.46624
H 1.91616 2.62274 0.44632
H 0.79984 3.74723 -0.16205
H -1.06865 2.40524 -0.06511
H 0.03900 1.77584 -1.29846
H -1.68056 -0.03051 -0.80705
N -1.85484 3.96653 3.72071
C -3.05915 4.17706 4.32061
C -3.66680 3.23642 5.14523
C -2.94453 2.02838 5.45962
C -1.72570 1.80965 4.80152
C -1.23203 2.79505 3.98065
H -3.58956 5.07720 4.04708
H -4.61192 3.51547 5.58714
H -3.30263 1.30443 6.17659
H -1.17748 0.91176 5.04576
H -0.35626 2.55899 3.39440
N 5.55637 3.24833 1.69222
C 5.22423 2.50297 2.79330
C 4.03310 2.64035 3.46928
C 3.14359 3.61394 2.94415
C 3.49952 4.45099 1.91834
C 4.65105 4.12568 1.24201
H 6.04495 1.87162 3.10025
H 3.82602 2.03016 4.33599
H 2.12593 3.62792 3.30551
H 2.84686 5.20367 1.50132
H 4.98665 4.62989 0.34784
N 2.28938 -1.04686 5.84579
C 1.35969 -0.91802 4.86490
C 1.60626 -0.50176 3.54201
C 2.99964 -0.34304 3.19073
C 3.96170 -0.57223 4.13789
C 3.61131 -0.87221 5.46314
H 0.32703 -1.12880 5.10063
H 0.86094 -0.18301 2.82837
H 3.32462 -0.08780 2.19291
H 4.98770 -0.42240 3.83580
H 4.40766 -0.97783 6.18498
N 2.63827 -2.02909 -0.65652
C 2.86475 -0.68134 -0.60759
C 4.15920 -0.15411 -0.50193
C 5.20219 -1.00889 -0.34066
C 5.01912 -2.40202 -0.24092
C 3.72378 -2.84855 -0.44287
H 1.98443 -0.05611 -0.58497
H 4.27918 0.91850 -0.54092
H 6.23687 -0.70372 -0.28877
H 5.87241 -3.04444 -0.08099
H 3.38919 -3.87523 -0.46223
N 0.76241 -4.16501 0.74562
C 0.91187 -5.50369 0.80941
C 0.86188 -6.27124 1.92839
C 0.65832 -5.60756 3.14422
C 0.51937 -4.22972 3.16041
C 0.62638 -3.50804 1.95963
H 1.06764 -5.91673 -0.17626
H 1.03912 -7.33639 1.90731
H 0.70837 -6.21190 4.03790
H 0.35873 -3.65615 4.06131
H 0.54966 -2.43471 1.86752
N 5.50836 3.07430 -2.59891
C 4.26956 3.55211 -2.35723
C 3.07904 2.91654 -2.70921
C 3.15828 1.75260 -3.47730
C 4.40537 1.19944 -3.73648
C 5.56634 1.89682 -3.34167
H 4.35439 4.43515 -1.74123
H 2.16131 3.41973 -2.44279
H 2.24902 1.27080 -3.80519
H 4.56342 0.26778 -4.25941
H 6.54412 1.46169 -3.48661
N 1.05330 -1.87256 -3.13140
C 0.07225 -1.12102 -3.74393
C 0.22436 -0.45542 -4.97194
C 1.45999 -0.51989 -5.62842
C 2.47186 -1.28578 -5.08630
C 2.21040 -1.94383 -3.87627
H -0.83048 -1.08216 -3.15235
H -0.55986 0.12886 -5.43023
H 1.63215 0.05952 -6.52343
H 3.43399 -1.37735 -5.56829
H 3.02474 -2.54674 -3.50243
N -5.40727 -0.63093 -2.15102
C -4.37923 -1.47653 -2.40364
C -4.03322 -1.88052 -3.67005
C -4.75326 -1.36737 -4.71782
C -5.85966 -0.49541 -4.48590
C -6.16498 -0.14712 -3.18490
H -3.76821 -1.78155 -1.56697
H -3.20260 -2.55043 -3.83648
H -4.57231 -1.54588 -5.76748
H -6.44753 -0.17829 -5.33458
H -6.99135 0.50731 -2.94991
N -1.09450 -3.89922 -1.88131
C -1.12718 -4.42620 -3.13356
C -2.17074 -5.23603 -3.57898
C -3.23091 -5.54486 -2.74543
C -3.23107 -4.97326 -1.44621
C -2.12071 -4.21147 -1.03536
H -0.27548 -4.31982 -3.78908
H -2.10069 -5.62523 -4.58397
H -4.08497 -6.11899 -3.07308
H -4.08618 -5.18652 -0.82193
H -2.02623 -3.80607 -0.03880
N -1.80689 2.27429 -3.64955
C -1.37347 3.45751 -3.09561
C -2.00667 4.11311 -2.03610
C -3.20293 3.66058 -1.60815
C -3.64096 2.41460 -2.12132
C -2.93428 1.76838 -3.13108
H -0.43801 3.85241 -3.46352
H -1.58237 4.97243 -1.53816
H -3.81332 4.20754 -0.90482
H -4.52158 1.93404 -1.72136
H -3.31110 0.85422 -3.56550
C -3.30672 -2.34336 4.41198
Cl -3.98652 -1.34142 5.70328
Cl -2.35585 -3.66541 5.13409
H -4.08490 -2.66609 3.72033
H -2.61342 -1.71285 3.85531
C -6.02674 -1.59247 1.27180
Cl -5.66701 -0.38732 2.56659
Cl -7.44161 -2.55524 1.70194
H -6.22811 -1.06077 0.34183
H -5.10111 -2.15500 1.14989
C 0.75541 6.80383 -0.19460
Cl 0.70378 8.60460 -0.05489
Cl 1.76118 6.15675 -1.46404
H 1.00796 6.33538 0.75665
H -0.25984 6.51973 -0.47147
```

2.
Entry from OMol25: a structure of composition C57H69N3P2Sn (ωB97M-V/def2-TZVPD).

Properties
Gap between HOMO and LUMO (alpha / beta), eV: 5.522 / 4.867
Charge: -2
HOMO level (alpha / beta), eV: -1.3 / -1.3
Energy above the lowest of the compared OMol25 structures with the same formula, charge and spin, kcal/mol: 60.26

Geometry as XYZ:
```
132
C57H69N3P2Sn (ωB97M-V/def2-TZVPD)
Sn -0.44111 -1.11277 0.65104
C 3.15300 3.26694 -2.29651
C 4.10728 2.19990 -1.75179
C 5.21027 2.87397 -0.93958
P 3.04808 0.89945 -0.89376
C 4.16056 -0.61861 -0.85697
C 3.70698 -1.58820 0.23477
C 5.68533 -0.49267 -0.88103
C 2.98479 1.52746 0.82220
C 4.02901 1.33738 1.73051
C 3.98928 1.75267 3.05050
C 5.13999 1.51932 3.99434
C 2.82151 2.39894 3.46713
C 1.78000 2.63118 2.60134
C 1.80743 2.21662 1.23594
N 0.76399 2.37999 0.38908
C -0.12634 3.38792 0.54090
C 0.22824 4.70182 0.96138
C -0.69651 5.71310 1.09699
C -2.04816 5.50145 0.81683
C -3.07506 6.59245 0.98229
C -2.39672 4.24413 0.34302
C -1.48885 3.19956 0.17556
P -1.94693 1.56803 -0.51875
C -1.60512 1.78397 -2.34523
C -0.24730 1.15753 -2.66297
C -1.65979 3.22242 -2.85230
C -3.81543 1.43110 -0.52659
C -4.68538 2.28181 -1.45696
C -4.35515 1.40326 0.90362
H 3.70100 4.03718 -2.85069
H 2.61717 3.75245 -1.47538
H 2.40386 2.82828 -2.95547
H 4.55748 1.67340 -2.60293
H 4.79121 3.34438 -0.04887
H 5.69759 3.65332 -1.53768
H 5.97820 2.17312 -0.61311
H 3.87908 -1.08346 -1.80797
H 4.09090 -1.29302 1.21320
H 4.06256 -2.59813 0.01109
H 2.61895 -1.63136 0.30608
H 6.09027 -0.11775 0.05995
H 6.03316 0.15799 -1.68527
H 6.12398 -1.48257 -1.04886
H 4.92813 0.84172 1.38584
H 5.90729 0.90230 3.52267
H 4.81570 1.00574 4.90422
H 5.61312 2.45713 4.30410
H 2.72630 2.71700 4.50301
H 0.89060 3.12671 2.97036
H 1.27253 4.89890 1.17241
H -0.36371 6.69663 1.42113
H -2.82490 7.24688 1.82085
H -4.06445 6.17156 1.17406
H -3.15779 7.22426 0.09085
H -3.43787 4.06987 0.10912
H -2.38380 1.19234 -2.84262
H 0.53094 1.59012 -2.03369
H 0.01444 1.31214 -3.71638
H -0.25176 0.08438 -2.46416
H -0.85124 3.80850 -2.41041
H -2.59605 3.72358 -2.60503
H -1.53660 3.23737 -3.94112
H -3.89568 0.39947 -0.89388
H -4.74474 3.32879 -1.16201
H -5.70672 1.88525 -1.44626
H -4.33195 2.24383 -2.48752
H -4.14692 2.33087 1.44104
H -3.90285 0.58027 1.45918
H -5.43856 1.24708 0.89811
C -2.50209 -1.78149 0.06642
C -3.39097 -2.63043 0.01546
C -4.41097 -3.57436 -0.04702
C -5.26414 -3.70659 1.13859
C -4.72783 -3.40925 2.39972
C -5.50957 -3.47633 3.53808
C -6.85073 -3.83479 3.45427
C -7.40184 -4.11241 2.21049
C -6.62087 -4.04790 1.06650
C -4.55623 -4.39102 -1.24163
C -3.92676 -3.99977 -2.43647
C -4.02003 -4.77073 -3.57961
C -4.73308 -5.96511 -3.57277
C -5.33556 -6.38343 -2.39294
C -5.24658 -5.61473 -1.24451
H -3.68287 -3.13031 2.46532
H -5.06770 -3.24186 4.49930
H -7.46137 -3.88966 4.34758
H -8.45239 -4.36684 2.12717
H -7.07538 -4.22637 0.10052
H -3.35438 -3.08073 -2.43726
H -3.52188 -4.44278 -4.48402
H -4.80114 -6.57023 -4.46853
H -5.86624 -7.32822 -2.36122
H -5.68050 -5.98169 -0.32447
C -0.11729 -0.51742 4.86258
C -1.15048 -0.32779 3.73865
C -2.53895 -0.75385 4.25488
C -1.18342 1.16054 3.34397
N -0.85666 -1.20797 2.65820
H -0.32902 0.14366 5.71013
H 0.88046 -0.28890 4.48341
H -0.12641 -1.55449 5.20485
H -2.77808 -0.21661 5.17754
H -2.54858 -1.82833 4.45189
H -3.30536 -0.53660 3.50810
H -1.64531 1.77835 4.12171
H -1.73943 1.29009 2.41615
H -0.16767 1.52356 3.16842
C -2.45676 -6.23630 2.39411
C -1.70586 -5.27528 3.06160
C -0.88736 -4.39498 2.37158
C -0.78634 -4.44159 0.97042
C -1.56206 -5.41463 0.30882
C -2.37616 -6.28992 1.00622
N -0.03499 -3.50267 0.28455
C 0.69477 -3.89816 -0.80072
C 0.99832 -2.99184 -1.84349
C 1.80086 -3.34999 -2.91119
C 2.33980 -4.62821 -3.01595
C 2.04918 -5.54039 -2.00565
C 1.25330 -5.19456 -0.92955
H -3.10478 -6.91280 2.93868
H -1.76118 -5.20574 4.14375
H -0.33778 -3.62475 2.89585
H -1.53829 -5.44570 -0.77450
H -2.97489 -7.00920 0.45614
H 0.59682 -1.98779 -1.79213
H 2.00863 -2.61220 -3.67969
H 2.96022 -4.90599 -3.85931
H 2.46422 -6.54283 -2.05088
H 1.05989 -5.92301 -0.15214
```